Entry 1:
{"formula": "C2H2Cl2S", "method": "ωB97M-V with the def2-TZVPD basis set", "species": ["C", "Cl", "Cl", "H", "C", "S", "H"], "xyz": [[-0.659018, -0.154090, -0.433287], [-1.039383, -1.785430, -0.881963], [-2.120866, 0.563517, 0.459707], [1.485147, -0.740599, 1.125836], [0.992755, 0.087068, 0.622129], [1.740343, 1.507954, 0.430835], [-0.398977, 0.521580, -1.323257]], "forces_ev_per_a": [[1.944, 1.934, 1.447], [0.405, 0.021, -0.013], [1.560, -0.422, -0.684], [-0.678, -0.341, 0.068], [-1.707, 1.292, -2.493], [-0.946, -1.349, 0.272], [-0.579, -1.136, 1.403]], "e_tot_ha": -1395.885097, "orbital_gap_ev": 8.3, "e_lumo_ev": -0.894, "relative_energy_kj_mol": 185.8, "homo_ev": -9.17, "largest_force_ev_per_a": 3.3}

---

Entry 2:
{"formula": "C51H80N2O20P", "method": "ωB97M-V with the def2-TZVPD basis set", "species": ["C", "C", "C", "H", "C", "O", "C", "H", "C", "H", "H", "C", "C", "C", "C", "H", "H", "O", "C", "H", "H", "H", "O", "O", "H", "C", "C", "C", "H", "O", "H", "N", "C", "H", "H", "H", "H", "H", "O", "O", "H", "H", "C", "H", "H", "C", "H", "H", "O", "O", "C", "H", "H", "H", "H", "O", "H", "C", "H", "H", "H", "H", "H", "C", "C", "C", "H", "C", "C", "H", "H", "C", "C", "O", "H", "C", "H", "C", "H", "H", "C", "C", "O", "H", "O", "H", "C", "H", "H", "O", "H", "C", "O", "H", "H", "H", "H", "P", "H", "C", "C", "H", "H", "C", "H", "H", "H", "C", "C", "H", "H", "N", "C", "H", "H", "C", "H", "O", "O", "C", "O", "H", "H", "H", "C", "H", "H", "H", "H", "C", "C", "O", "H", "C", "H", "H", "H", "C", "C", "H", "C", "H", "H", "H", "H", "C", "H", "C", "C", "H", "H", "H", "C", "O"], "xyz": [[-1.432986, -3.630578, -1.546790], [-0.153315, 1.251024, 2.762551], [5.393312, -0.735647, 1.279465], [0.602095, -6.944528, 0.068772], [5.202539, -3.102076, 0.679741], [-5.239122, 2.881004, 1.584984], [-4.077289, 1.223111, 4.244181], [1.819723, -3.321626, -0.569893], [1.701438, -2.742089, -5.131544], [-1.588747, -1.365774, -4.020623], [-3.339802, 0.911405, -0.934948], [-6.532173, 2.310281, 1.762927], [-1.921867, -1.649787, 5.001092], [5.887607, -1.882297, 0.657013], [-3.067667, -0.668922, 5.084008], [4.146870, -4.437701, -4.014466], [4.179441, 0.052214, -4.213088], [4.645052, -5.682626, -1.442600], [-2.921330, 3.161656, -3.216643], [1.232270, 2.512094, -1.410176], [-1.860921, -1.527833, -1.526304], [-0.876329, -5.719276, -1.922211], [-1.966861, -2.392339, 3.804479], [7.134899, -1.911400, 0.124138], [-0.461816, -3.446142, 2.935583], [3.369770, -0.659648, -4.307778], [2.904900, -3.026077, -4.523171], [4.203872, -0.832254, 2.009642], [-0.313517, 3.755370, 4.111444], [-1.286426, 5.432981, 4.942859], [-4.251351, 1.843559, 3.366332], [-0.361689, -0.163386, 0.667957], [-0.875445, 4.656663, 3.833890], [-2.758031, 4.040968, 5.533742], [2.647235, -2.055524, -1.443127], [0.412876, -1.086244, -5.797431], [0.880304, 6.231481, 0.670117], [-4.042233, -1.169192, 5.077031], [-3.130616, 3.646676, 0.671178], [1.848713, 4.693920, -0.258950], [2.898395, -5.962110, 0.339028], [3.658910, -6.949989, -3.788398], [-0.238149, 0.604355, -0.474622], [-1.892858, 0.822396, 1.569468], [0.440580, 3.377739, -3.910774], [3.538837, -2.047936, 2.065651], [3.500044, -4.088590, 1.651446], [-0.695185, -3.846389, 4.632543], [-3.086045, 0.255904, 3.996965], [3.299429, -4.337412, -4.448608], [-1.703998, -2.403432, -2.138115], [7.577777, -1.064654, 0.032111], [-2.097028, -2.350876, 5.826493], [0.954498, 0.951814, -5.569860], [-3.248971, 6.861390, -2.845163], [1.809746, 0.922655, -5.132597], [-3.697584, 2.411096, -3.216284], [-0.022619, 1.513747, 6.631105], [5.968928, 0.178981, 1.324264], [1.761609, 4.672201, -2.429721], [-1.865018, -4.382371, 3.343924], [2.627198, 2.377447, -2.529624], [-2.061944, -4.326173, 0.084688], [3.756471, -1.996081, -4.113818], [-1.615741, 2.709070, -3.396092], [-2.077729, 5.406442, -3.067601], [-5.078357, 0.788980, 4.383250], [3.099325, -6.860827, -2.867533], [-1.015174, 3.652643, 6.657759], [5.142392, 1.972854, -0.156902], [-6.471337, 1.224718, 1.856519], [2.590978, -6.456507, -0.574235], [-4.342116, 1.076782, -0.528993], [3.084770, 2.195247, -0.559972], [-1.023093, -5.459941, -4.394752], [1.354781, -7.046071, -0.703063], [-2.738606, 5.407890, -0.467751], [3.453619, -6.355757, -1.646139], [-5.009290, 0.399185, -1.064981], [0.013938, 0.587768, 6.052124], [4.079017, -3.184651, 1.501448], [2.283922, 4.293922, -1.551602], [-0.923433, 2.391856, 6.009165], [4.689992, 2.968258, -1.541924], [-1.361115, -3.423755, -5.716552], [-7.049693, 2.782743, 2.590139], [0.956603, -7.579012, -1.935859], [-0.578626, -8.348584, -2.928480], [-7.114124, 2.413849, 0.842457], [-1.429081, 1.338097, -3.479183], [3.758923, 0.046230, 2.461679], [2.177502, -0.398202, -4.952817], [-0.296252, -8.079805, -2.051648], [1.654410, -7.902095, -3.985900], [1.210021, -2.855825, -2.075773], [-1.507878, 3.351274, 7.598453], [4.730455, -2.111468, -3.654983], [-4.716368, 3.600328, 0.274772], [-1.556350, 4.086116, -0.666913], [-1.223554, -3.581649, 3.714699], [1.661511, -2.428610, -1.174389], [-3.014172, -0.131658, 6.036723], [-0.825571, 1.580398, 3.555374], [-3.145199, 4.521458, -3.136122], [-4.381331, 0.805134, 0.527290], [0.710185, 0.001570, -2.392216], [-1.761957, 4.330138, 3.281492], [1.873363, -7.555761, -2.983669], [-0.798312, 4.958685, -3.381748], [0.033371, 5.611250, -3.610099], [0.238606, 5.791591, -0.937120], [0.811083, -1.366030, -0.703862], [0.496398, -0.189280, -1.354860], [1.503632, 6.768545, -0.951881], [4.596043, 1.168856, -1.573260], [0.259287, -1.306991, 0.506864], [1.142565, -3.599162, -5.482875], [-2.300858, 6.713435, -2.729953], [2.324428, -2.098782, 2.722210], [1.158857, 5.925981, -0.333754], [-4.740735, 2.403221, -0.790731], [5.567875, -3.937716, 0.105154], [5.014591, -5.315673, -2.245443], [0.949595, 1.971026, 6.807479], [-2.224203, 4.592422, 0.030545], [-0.820430, 1.485167, -0.684723], [-0.433056, 1.091965, 7.561999], [-0.970758, -1.100494, 4.951531], [3.329557, 4.596944, -1.696473], [-1.642040, -2.329163, -3.516718], [-0.980378, 0.324579, 1.906482], [-5.343903, 4.882401, -0.053385], [-2.244224, 5.362965, 6.678509], [4.429915, 2.072220, -0.974464], [-0.069571, 4.131003, 6.938208], [-1.433697, -0.501025, 2.456003], [-3.878841, 1.838526, 5.124679], [2.277699, 2.772932, -1.570056], [-1.934048, 4.651220, 5.916682], [-1.053735, 1.080891, -4.322014], [-1.412048, -3.458332, -4.348727], [-4.160203, 4.794214, -2.859258], [-1.670774, -2.548000, -5.979548], [0.425113, -2.064508, 1.253873], [2.266839, -1.400728, 3.380354], [-0.572533, 3.602755, -3.601987], [-1.670360, 4.899031, 0.916890], [1.313414, -1.438562, -5.305466], [-1.161877, -4.634654, -3.699952], [0.812652, 0.966411, 3.184212], [-0.084974, 5.225942, 3.342317], [0.143067, 2.151287, 2.211668], [-1.220463, -4.769190, -2.301746], [-1.478574, -3.595037, -0.166280]], "forces_ev_per_a": [[-0.864, 0.385, 0.223], [0.115, 1.161, -0.258], [-0.507, -0.652, 0.721], [0.170, -0.308, 0.218], [-0.269, 0.733, 0.708], [0.366, 0.088, 0.572], [-1.034, 0.295, -0.394], [-0.469, 0.589, 0.885], [-0.145, -0.860, -0.061], [-0.587, 0.146, 0.223], [0.063, 0.086, 0.180], [-0.468, -0.220, -1.323], [-0.213, -0.139, -0.599], [0.271, 0.301, 0.335], [-0.433, 0.181, -0.549], [0.130, 0.331, -0.016], [-0.495, 0.528, 0.388], [-0.051, 0.037, 0.675], [1.126, -0.240, -0.517], [0.134, -0.493, 0.127], [-0.088, 0.027, -0.017], [-0.420, -0.030, 0.518], [-1.006, 0.141, -0.620], [0.441, -0.541, -0.828], [0.132, -0.036, 0.143], [0.896, -1.097, -0.756], [1.679, 0.220, 0.388], [0.334, 0.007, -0.970], [-0.381, -0.033, 0.408], [0.033, -0.521, 0.037], [0.731, 0.159, -0.024], [-0.155, 0.927, 0.364], [0.799, -0.262, 0.502], [-0.288, 0.369, -0.246], [-0.036, 0.244, 0.089], [-0.249, -0.661, -0.101], [0.183, 0.142, -0.017], [0.107, -0.372, 0.068], [-1.582, 0.035, -0.819], [-0.020, 0.949, -1.168], [-0.110, -0.166, 0.117], [0.683, 0.644, 0.322], [0.834, -2.241, -1.413], [0.205, 0.477, 0.068], [-0.119, -0.748, 0.073], [0.264, 1.085, 0.712], [0.240, -0.197, -0.224], [-0.265, -0.092, 0.121], [0.160, -0.087, 0.556], [-0.702, -0.180, -0.158], [0.504, -0.537, -1.068], [-0.352, 0.246, 0.210], [0.741, 0.320, 0.328], [0.060, 0.037, -0.224], [0.105, 0.268, 0.207], [0.186, -0.194, 0.066], [-0.209, 0.204, 0.160], [-0.766, -0.859, 0.377], [0.057, 0.010, -0.208], [-0.599, 0.205, 0.388], [-0.095, -0.110, 0.414], [-0.315, 0.148, -0.283], [0.293, 0.152, 0.367], [-0.863, 0.841, -0.089], [0.039, -0.088, -0.851], [-0.159, 0.300, -0.414], [0.164, -0.461, 0.296], [-1.502, -1.936, -0.398], [-1.152, -0.317, 0.943], [-0.474, 0.261, 0.442], [0.363, 0.065, 0.569], [0.112, 0.441, 0.332], [0.215, -0.662, -0.124], [-0.081, -0.224, 0.517], [0.260, -0.358, 0.555], [-0.820, 0.155, -0.518], [-0.094, 0.065, 0.211], [0.876, 0.570, -0.569], [-0.089, 0.174, -0.015], [0.478, 0.393, -0.563], [-0.660, -0.167, -0.758], [1.824, -1.004, 0.420], [0.599, 0.265, -1.032], [0.388, -0.162, -0.131], [-0.148, 0.488, 0.488], [0.105, -0.026, 0.086], [1.066, -0.064, -0.549], [0.526, 0.055, -0.240], [-0.172, 0.421, 0.143], [-0.030, -0.509, 0.367], [0.088, 0.044, 0.065], [-0.573, 0.335, 0.669], [-0.781, -0.090, 0.787], [-0.365, -0.312, 0.144], [0.048, 0.279, -0.157], [-0.028, 0.828, 0.196], [0.013, -0.599, -0.085], [1.799, -0.735, 0.956], [-0.155, -0.169, -0.022], [0.556, 0.228, -0.622], [0.416, -0.954, -1.741], [0.250, 0.078, 0.051], [0.208, -0.034, 0.196], [-0.464, -0.651, 1.211], [0.116, 0.225, 0.042], [0.248, -0.124, 0.020], [0.259, 0.241, -0.566], [0.285, 1.095, 0.066], [-0.186, -0.166, -0.544], [-0.229, 0.432, 0.387], [-0.283, -0.438, 0.643], [-0.344, 0.762, 0.876], [-0.825, 0.979, 0.705], [1.489, -0.223, 0.610], [-0.255, 0.075, -0.311], [0.854, -0.686, 0.154], [-0.294, 0.218, -0.035], [0.095, -0.223, -0.400], [-0.289, -0.736, 0.000], [-1.885, 0.085, -0.794], [-0.970, 1.216, -0.428], [0.128, -0.182, 0.228], [-0.043, -0.278, -0.248], [0.152, -0.139, -0.068], [-0.031, -0.493, 1.252], [0.188, 0.177, 0.282], [0.083, 0.681, 0.395], [-0.003, -0.126, 0.916], [-0.028, 0.376, 0.108], [0.573, 0.233, -1.497], [-0.940, -0.443, -0.056], [0.268, -0.821, -0.660], [-0.432, -0.050, -0.052], [0.119, 0.142, -0.373], [0.254, -0.277, -0.439], [0.622, -0.325, -0.017], [0.288, 0.023, -0.016], [-0.118, 0.242, -0.144], [1.072, -0.621, 0.783], [0.114, 0.178, -0.161], [-0.147, 1.097, 1.661], [0.069, 0.505, -0.250], [0.003, -0.161, -0.252], [-0.189, 0.095, 0.100], [0.146, 0.069, -0.008], [-0.279, 0.698, 0.569], [0.372, 0.644, -0.512], [0.467, 1.349, -0.116], [-0.575, -0.913, -0.373], [-0.271, -0.933, 0.036], [-0.720, 0.319, -0.702], [-0.350, 0.016, -0.207], [1.048, 0.390, -1.051], [-0.162, -0.969, 0.276]], "charge": 1, "e_tot_ha": -3946.664817, "orbital_gap_ev": 8.3, "e_lumo_ev": -1.911, "relative_energy_kj_mol": 33.0, "homo_ev": -10.21, "largest_force_ev_per_a": 2.8}